(1)
The following is a DFT calculation (wB97M-V/def2-TZVPD) of one molecule with the formula C4H3N3.

ORCA input file:
```
! wB97M-V def2-TZVPD RIJCOSX def2/J DEFGRID3
* xyz 0 1
C -0.821 -0.018 -2.421
C -0.437 -0.024 -1.282
C 0.100 -0.007 0.034
C 0.981 -0.771 0.727
N 1.127 -0.233 1.985
N 0.328 0.758 2.119
N -0.319 0.951 0.912
H -1.132 -0.024 -3.443
H 1.492 -1.659 0.403
H -1.318 1.026 0.965
*
```

Values from the calculation:
SMILES: C#Cc1cnn[nH]1
HOMO level in eV: -9.691
DFT total energy in a.u.: -318.3796
Frontier orbital gap in eV: 10.112
E_LUMO in eV: 0.4

These are the Mulliken partial charges, in e, on atoms 1 to 2:
1. C 0.2208
2. C -0.4781

(2)
The following is a DFT calculation (wB97M-V/def2-TZVPD) of a 5-piece molecular cluster, C18H32ClFO14 overall.

ORCA input file:
```
! wB97M-V def2-TZVPD RIJCOSX def2/J DEFGRID3
* xyz 0 1
O 2.631 -0.892 -0.442
C 2.390 -1.935 -0.831
O 3.071 -2.636 -1.785
C 2.106 -3.334 -2.576
C 2.272 -3.119 -4.077
C 3.197 -1.965 -4.450
F 2.725 -1.388 -5.621
C 0.731 -2.976 -1.970
C 1.226 -2.865 -0.514
Cl 0.093 -2.377 0.712
H 2.176 -4.411 -2.418
H 2.703 -4.018 -4.495
H 1.311 -2.986 -4.562
H 3.227 -1.176 -3.715
H 4.181 -2.351 -4.673
H -0.086 -3.646 -2.164
H 0.593 -1.947 -2.302
H 1.719 -3.820 -0.370
C 4.959 0.287 0.347
O 6.188 1.018 0.459
C 6.083 2.173 1.113
O 5.077 2.627 1.596
O 7.291 2.746 1.143
C 7.329 4.002 1.818
H 5.183 -0.622 -0.201
H 4.579 0.025 1.332
H 4.222 0.858 -0.204
H 7.040 3.887 2.862
H 6.680 4.725 1.325
H 8.355 4.356 1.771
C -3.047 -4.091 -7.948
O -1.986 -3.339 -8.536
C -1.303 -2.582 -7.672
O -1.513 -2.500 -6.487
O -0.351 -1.941 -8.345
C 0.463 -1.082 -7.537
H -3.516 -4.656 -8.750
H -2.661 -4.785 -7.203
H -3.787 -3.429 -7.500
H 0.977 -1.649 -6.775
H -0.143 -0.297 -7.086
H 1.198 -0.626 -8.195
C -4.699 0.366 3.205
O -3.808 1.294 2.583
C -2.520 1.096 2.876
O -2.084 0.233 3.592
O -1.805 2.027 2.241
C -0.396 1.937 2.471
H -5.704 0.634 2.888
H -4.483 -0.651 2.882
H -4.636 0.441 4.290
H -0.009 0.983 2.115
H -0.172 2.066 3.528
H 0.077 2.739 1.911
C -6.376 2.747 9.500
O -5.420 2.393 8.501
C -5.279 3.298 7.530
O -5.874 4.341 7.444
O -4.363 2.844 6.671
C -4.106 3.717 5.569
H -6.393 1.935 10.222
H -6.083 3.666 10.005
H -7.367 2.856 9.063
H -3.722 4.675 5.916
H -5.007 3.862 4.976
H -3.352 3.239 4.949
*
```

Values from the calculation:
SMILES: O=C1O[C@H](CCF)C[C@@H]1Cl.COC(=O)OC.COC(=O)OC.COC(=O)OC.COC(=O)OC
HOMO level in eV: -10.702
DFT total energy in a.u.: -2318.4855
Frontier orbital gap in eV: 11.203
E_LUMO in eV: 0.5

These are the Mulliken partial charges, in e, on atoms 1 to 2:
1. O -0.4206
2. C 0.2634

(3)
The following is a DFT calculation (wB97M-V/def2-TZVPD) of a 7-piece molecular cluster, C22H49N8O14 overall.

ORCA input file:
```
! wB97M-V def2-TZVPD RIJCOSX def2/J DEFGRID3
* xyz 1 1
C -3.174 1.863 -5.995
C -2.039 1.047 -5.385
C -1.035 1.903 -4.583
C 0.415 1.915 -5.118
C 1.438 1.380 -4.112
C 1.431 -0.161 -4.135
C 1.979 -1.044 -2.927
C 3.301 -1.753 -3.320
C 3.254 -3.265 -3.185
O 3.474 -3.849 -2.156
C 0.799 -1.929 -2.703
N 0.002 -1.422 -1.842
C 0.529 -0.192 -1.215
C 2.040 -0.359 -1.492
N 2.795 0.867 -1.514
C 2.604 -1.346 -0.441
C 2.762 -0.764 0.958
O 1.479 -0.518 1.505
C 1.346 0.650 2.316
C 1.395 1.956 1.536
H -2.789 2.664 -6.631
H -3.845 1.242 -6.589
H -3.764 2.338 -5.208
H -2.479 0.290 -4.727
H -1.518 0.502 -6.178
H -1.403 2.932 -4.559
H -1.039 1.568 -3.540
H 0.454 1.307 -6.028
H 0.695 2.934 -5.383
H 2.435 1.736 -4.376
H 1.217 1.773 -3.129
H 0.396 -0.460 -4.351
H 1.997 -0.473 -5.012
H 4.108 -1.385 -2.686
H 3.563 -1.506 -4.348
H 2.963 -3.828 -4.096
H 0.542 -2.851 -3.216
H -0.889 -1.821 -1.574
H 0.264 -0.177 -0.163
H 0.069 0.660 -1.720
H 2.397 1.601 -0.946
H 3.755 0.717 -1.233
H 1.972 -2.235 -0.344
H 3.576 -1.725 -0.761
H 3.360 0.153 0.966
H 3.295 -1.501 1.570
H 2.106 0.652 3.106
H 0.369 0.542 2.773
H 0.919 2.744 2.118
H 0.853 1.851 0.592
H 2.422 2.279 1.346
C -0.532 -2.513 2.986
N -0.908 -3.327 4.175
O -0.260 -3.174 5.188
O -1.843 -4.088 4.045
H 0.311 -1.887 3.242
H -0.284 -3.210 2.191
H -1.401 -1.920 2.716
C 0.047 -3.903 8.438
N -0.279 -3.180 9.698
O -1.371 -3.356 10.194
O 0.581 -2.445 10.141
H -0.800 -4.518 8.163
H 0.252 -3.146 7.689
H 0.933 -4.500 8.630
C -0.733 6.160 -7.633
N -0.938 5.536 -6.297
O 0.045 5.201 -5.663
O -2.082 5.396 -5.922
H 0.331 6.215 -7.823
H -1.248 5.537 -8.358
H -1.192 7.144 -7.598
C -3.528 1.981 1.626
N -2.326 1.117 1.775
O -1.920 0.883 2.891
O -1.814 0.688 0.752
H -3.854 2.272 2.617
H -3.231 2.841 1.029
H -4.278 1.395 1.104
C 0.074 6.178 0.106
N -0.355 5.365 1.278
O 0.497 4.982 2.054
O -1.543 5.132 1.379
H 1.150 6.300 0.155
H -0.240 5.645 -0.787
H -0.445 7.129 0.171
C -3.148 -8.068 9.002
N -1.722 -7.716 9.247
O -1.435 -6.539 9.322
O -0.942 -8.637 9.361
H -3.715 -7.148 8.928
H -3.181 -8.645 8.083
H -3.474 -8.680 9.837
*
```

Values from the calculation:
HOMO level in eV: -11.615
DFT total energy in a.u.: -2358.2192
Frontier orbital gap in eV: 7.934
E_LUMO in eV: -3.7

These are the Mulliken partial charges, in e, on atoms 1 to 2:
1. C -1.3088
2. C -0.5521